[1]
C17H16N2O5Tm as an isolated structure in a non-equilibrium geometry. Source: OMol25; level of theory: ωB97M-V with the def2-TZVPD basis set.

Structure (XYZ):
```
41
Properties=species:S:1:pos:R:3:forces:R:3
Tm 0.280 -0.486 -0.092 0.42 -1.58 3.48
C 0.075 1.370 1.579 -0.44 4.81 4.97
O -0.022 2.305 2.267 0.47 -4.73 -3.32
C 0.150 1.959 -0.660 -0.52 6.69 -1.77
O 0.071 3.116 -0.754 0.42 -5.70 0.35
C -2.031 0.315 -0.017 -5.93 1.78 -0.11
O -3.118 0.704 -0.028 4.82 -1.70 0.09
C 2.446 0.499 -0.136 6.41 2.54 0.20
O 3.500 0.970 -0.107 -4.86 -2.14 -0.15
C 0.014 -2.073 -2.008 -0.02 1.12 -2.33
H 0.927 -2.684 -1.911 -0.19 0.39 0.11
H -0.925 -2.642 -1.919 0.20 0.43 0.23
C 0.043 -0.765 -2.470 -0.35 -2.25 -1.09
H -0.879 -0.211 -2.731 0.33 -0.41 0.19
H 0.978 -0.270 -2.806 -0.25 -0.33 0.42
C -0.449 -2.081 6.139 -0.22 -0.01 1.10
N -0.579 -2.034 4.698 -0.43 -0.18 -0.08
N 0.471 -2.090 3.841 0.48 0.57 -0.67
C -0.018 -2.013 2.573 -1.12 -0.57 1.67
O 0.749 -1.806 1.538 -0.30 0.84 -2.11
C -1.430 -2.123 2.678 1.08 0.91 -0.99
C -1.737 -2.038 4.021 0.49 -0.27 0.71
C -3.024 -1.983 4.740 -0.73 -0.08 -0.08
C 1.844 -2.057 4.277 0.54 0.02 0.31
C 2.276 -2.952 5.261 0.04 -0.01 -0.12
C 3.594 -2.888 5.720 -0.18 0.30 -0.40
C 4.485 -1.992 5.117 -0.09 0.16 -0.01
C 4.050 -1.104 4.124 -0.35 -0.09 0.04
C 2.710 -1.103 3.739 -0.17 -0.25 0.10
H 0.593 -1.935 6.445 -0.54 0.07 -0.14
H -0.825 -3.046 6.521 0.28 0.35 -0.17
H -1.065 -1.283 6.574 0.22 -0.19 -0.17
H -2.099 -2.208 1.841 -0.26 -0.05 0.02
H -3.234 -2.921 5.269 0.10 0.12 -0.07
H -3.082 -1.168 5.472 0.20 -0.16 -0.19
H -3.825 -1.829 4.016 -0.01 -0.07 0.11
H 1.566 -3.659 5.696 0.41 0.05 -0.21
H 3.904 -3.525 6.548 0.02 0.10 -0.34
H 5.523 -1.949 5.444 -0.24 -0.07 -0.06
H 4.724 -0.388 3.652 -0.04 -0.24 0.33
H 2.301 -0.367 3.042 0.32 -0.17 0.14
```
Positions in Å, forces in eV/Å.

Results
Lowest unoccupied orbital energy (alpha / beta) in eV: -12.62 / -12.58
Spin multiplicity: 3
Orbital gap (alpha / beta) in eV: 4.61 / 4.65
Max |F| in eV/Å: 6.9
HOMO level (alpha / beta) in eV: -17.233 / -17.234
Total charge: +3

=====

[2]
C17H16N3S6Ti as an isolated structure. Source: OMol25; level of theory: ωB97M-V with the def2-TZVPD basis set.

Structure (XYZ):
```
43
Properties=species:S:1:pos:R:3:forces:R:3
Ti 1.103 -0.849 1.529 0.55 0.22 0.51
S -0.026 -2.939 -2.507 -0.08 0.06 -0.01
C -1.096 -3.650 -1.336 0.02 0.04 0.03
C -2.042 -4.655 -1.498 -0.03 -0.04 -0.01
C -2.760 -5.064 -0.388 0.01 0.01 -0.01
C -2.532 -4.484 0.865 0.00 0.02 0.00
C -1.594 -3.483 1.026 -0.01 -0.01 -0.01
C -0.876 -3.056 -0.089 -0.01 0.03 -0.03
N 0.075 -2.054 -0.098 0.15 -0.06 0.19
C 0.605 -1.876 -1.272 -0.03 -0.02 -0.08
C 1.624 -0.870 -1.496 0.06 0.05 -0.08
C 2.134 -0.628 -2.773 0.03 0.05 0.00
C 3.094 0.350 -2.943 -0.01 -0.01 -0.01
C 3.524 1.073 -1.831 0.00 0.01 0.03
C 3.006 0.820 -0.569 0.01 0.02 0.02
C 2.039 -0.165 -0.349 -0.15 -0.07 0.14
H -2.209 -5.115 -2.464 0.01 0.01 -0.01
H -3.498 -5.850 -0.488 0.00 -0.01 -0.01
H -3.089 -4.837 1.723 0.00 0.00 0.01
H -1.371 -3.046 1.990 -0.01 0.00 0.02
H 1.783 -1.195 -3.629 -0.01 -0.01 0.00
H 3.504 0.554 -3.924 0.00 0.00 0.00
H 4.277 1.844 -1.955 0.00 0.00 -0.01
H 3.365 1.403 0.272 0.00 0.00 -0.01
S 0.180 0.011 3.669 -0.06 -0.01 -0.21
S 1.712 1.082 2.734 -0.20 -0.24 -0.11
S 1.500 -2.953 2.648 0.02 0.22 -0.01
S 3.000 -2.173 1.443 -0.22 -0.19 -0.22
S -0.717 0.906 0.360 -0.11 -0.05 -0.14
C -2.192 0.125 0.687 0.01 0.01 0.01
N -2.577 -0.117 1.938 0.18 -0.08 0.05
C -3.753 -0.887 2.293 0.00 0.01 0.03
C -4.807 -0.742 1.207 -0.03 0.02 0.01
C -4.190 -1.065 -0.144 0.01 -0.03 0.00
N -3.005 -0.245 -0.324 0.01 0.04 0.00
H -1.834 0.073 2.638 -0.11 0.06 -0.06
H -4.130 -0.516 3.247 0.02 0.01 0.00
H -3.494 -1.942 2.429 -0.01 -0.01 -0.02
H -5.178 0.286 1.198 0.00 0.00 0.00
H -5.649 -1.406 1.406 0.02 -0.01 0.00
H -4.891 -0.848 -0.952 0.01 0.01 0.00
H -3.932 -2.129 -0.197 0.00 -0.01 0.01
H -2.605 -0.116 -1.238 0.00 -0.02 -0.01
```
Positions in Å, forces in eV/Å.

Results
Lowest unoccupied orbital energy in eV: 2.24
Spin multiplicity: 1
Orbital gap in eV: 5.25
Max |F| in eV/Å: 0.8
HOMO level in eV: -3.009
Total charge: -1

=====

[3]
A single C17H16N4O2S molecule in a non-equilibrium geometry. Source: OMol25; level of theory: ωB97M-V with the def2-TZVPD basis set.

Structure (XYZ):
```
40
Properties=species:S:1:pos:R:3:forces:R:3
C 2.304 4.537 0.170 -0.07 0.29 -0.01
O 2.396 3.133 0.194 0.25 -0.52 0.01
C 3.637 2.558 0.087 0.04 -0.10 -0.01
C 4.821 3.249 -0.102 -0.25 0.12 0.02
C 6.021 2.559 -0.201 0.12 -0.10 -0.01
C 6.044 1.182 -0.113 0.07 0.19 -0.02
C 4.866 0.476 0.077 -0.05 -0.09 0.02
C 3.661 1.152 0.179 0.18 0.12 -0.07
N 2.428 0.520 0.371 -0.13 0.64 0.02
C 2.165 -0.795 0.540 -0.49 -0.10 0.10
O 2.978 -1.692 0.508 0.15 -0.13 -0.01
C 0.682 -1.094 0.729 -0.29 0.00 0.26
H 0.569 -2.091 1.153 0.12 0.07 -0.13
H 0.172 -1.059 -0.235 0.10 -0.06 0.00
S -0.157 0.111 1.820 0.50 0.00 0.03
C -1.793 -0.283 1.420 -0.59 -0.42 -0.46
N -2.132 -1.209 0.548 0.49 -0.18 -0.12
N -3.480 -1.177 0.551 0.13 0.80 0.72
C -3.881 -0.231 1.429 0.20 -0.17 -0.15
N -2.850 0.346 1.989 0.06 0.38 0.37
H -4.899 0.011 1.646 -0.30 -0.03 -0.03
C -4.226 -2.041 -0.257 -0.36 -0.62 -0.56
C -3.556 -3.020 -0.985 0.06 0.13 0.13
C -4.271 -3.886 -1.790 -0.11 0.04 0.01
C -5.650 -3.784 -1.873 -0.06 -0.06 -0.06
C -6.313 -2.808 -1.148 0.00 -0.04 -0.02
C -5.610 -1.933 -0.340 0.20 0.06 0.08
H -6.138 -1.173 0.214 -0.06 0.08 0.05
H -7.387 -2.723 -1.211 -0.08 0.01 0.00
H -6.207 -4.462 -2.501 -0.05 -0.06 -0.05
H -3.748 -4.644 -2.353 0.05 -0.06 -0.04
H -2.483 -3.084 -0.906 0.04 -0.02 -0.01
H 1.657 1.172 0.451 -0.01 -0.20 -0.03
H 4.872 -0.598 0.151 -0.03 -0.03 0.00
H 6.978 0.647 -0.190 0.08 -0.06 -0.01
H 6.936 3.112 -0.349 0.08 0.05 -0.01
H 4.824 4.325 -0.174 -0.06 0.09 0.00
H 2.878 4.989 0.985 -0.01 -0.03 -0.04
H 1.248 4.763 0.305 0.09 0.04 -0.02
H 2.644 4.945 -0.787 0.00 -0.03 0.05
```
Positions in Å, forces in eV/Å.

Results
Lowest unoccupied orbital energy in eV: 0.57
SMILES: COc1ccccc1NC(=O)CSc1ncn(-c2ccccc2)n1
Spin multiplicity: 1
Orbital gap in eV: 8.77
Max |F| in eV/Å: 1.1
HOMO level in eV: -8.202

=====

[4]
A single C17H17ClN2O3 molecule. Source: OMol25; level of theory: ωB97M-V with the def2-TZVPD basis set.

Structure (XYZ):
```
40
Properties=species:S:1:pos:R:3:forces:R:3
C -2.575 -2.894 -1.748 -0.17 0.05 -0.09
H -3.277 -3.724 -1.685 0.02 0.09 -0.02
O -1.370 -3.372 -1.200 0.26 -0.06 0.11
C -0.308 -2.523 -1.129 0.35 0.05 0.07
C -0.336 -1.203 -1.560 -0.38 -0.14 -0.15
C 0.796 -0.409 -1.415 0.08 -0.42 0.11
C 1.964 -0.939 -0.881 -0.02 0.17 -0.09
C 1.984 -2.257 -0.464 -0.11 -0.02 -0.07
C 0.860 -3.049 -0.577 -0.23 -0.11 -0.02
H 0.859 -4.075 -0.246 0.00 -0.14 0.05
H 2.887 -2.668 -0.038 0.08 -0.04 0.04
H 2.835 -0.313 -0.761 0.07 0.09 0.05
N 0.792 0.952 -1.769 0.38 -0.07 -0.16
C -0.284 1.774 -1.836 0.15 0.62 -0.26
O -1.441 1.405 -1.825 -0.29 -0.10 0.04
C 0.071 3.258 -1.868 -0.14 -0.07 0.11
H 0.775 3.468 -2.673 0.01 0.05 -0.05
H -0.855 3.801 -2.061 0.06 -0.12 -0.06
C 0.669 3.682 -0.509 0.19 0.06 -0.08
N 0.209 2.829 0.566 -0.27 0.29 -0.02
C 0.995 1.821 1.022 -0.07 0.12 0.16
O 2.174 1.742 0.736 0.22 -0.06 -0.06
C 0.297 0.802 1.860 0.04 -0.27 0.11
C 0.884 0.284 3.013 -0.22 -0.05 -0.16
C 0.285 -0.755 3.709 0.12 0.10 -0.02
C -0.900 -1.297 3.247 -0.05 0.03 -0.07
C -1.497 -0.793 2.103 -0.06 -0.05 0.07
C -0.905 0.252 1.418 0.07 0.09 0.11
H -1.364 0.620 0.512 -0.02 0.04 -0.12
H -2.421 -1.216 1.741 -0.08 -0.05 -0.05
H -1.357 -2.115 3.781 -0.03 -0.07 0.06
H 0.756 -1.135 4.601 0.06 -0.01 0.08
Cl 2.353 0.952 3.612 0.23 0.02 0.27
H -0.779 2.815 0.766 0.07 -0.09 0.10
H 0.409 4.720 -0.289 0.10 -0.09 -0.05
H 1.758 3.588 -0.515 -0.18 0.12 0.02
H 1.699 1.391 -1.674 -0.20 0.05 0.02
H -1.223 -0.772 -1.988 -0.04 -0.01 0.00
H -2.452 -2.603 -2.796 -0.01 0.01 0.04
H -2.966 -2.043 -1.181 0.01 0.00 -0.03
```
Positions in Å, forces in eV/Å.

Results
Lowest unoccupied orbital energy in eV: 0.75
SMILES: COc1cccc(NC(=O)CCNC(=O)c2ccccc2Cl)c1
Spin multiplicity: 1
Orbital gap in eV: 8.94
Max |F| in eV/Å: 0.7
HOMO level in eV: -8.187

=====

[5]
A single C17H17ClN2O3S molecule in a non-equilibrium geometry. Source: OMol25; level of theory: ωB97M-V with the def2-TZVPD basis set.

Structure (XYZ):
```
41
Properties=species:S:1:pos:R:3:forces:R:3
C 3.462 1.350 1.610 -0.03 -0.14 0.38
N 3.181 1.123 0.218 0.57 -0.72 -0.48
S 3.664 -0.316 -0.463 -0.49 0.10 0.23
O 4.693 -0.910 0.341 -0.23 0.07 0.17
O 3.896 -0.104 -1.862 -0.25 0.13 0.03
C 2.180 -1.301 -0.281 0.60 0.14 -0.08
C 2.036 -2.133 0.812 0.16 0.00 -0.01
C 0.868 -2.855 0.973 -0.24 0.07 -0.14
C -0.164 -2.736 0.041 0.53 0.27 -0.10
C 0.013 -1.923 -1.080 0.18 -0.10 0.03
C 1.181 -1.200 -1.230 -0.06 -0.04 -0.10
H 1.342 -0.570 -2.090 -0.07 0.05 -0.16
H -0.763 -1.864 -1.826 0.02 0.01 -0.07
N -1.336 -3.469 0.235 0.08 -0.51 0.27
C -2.632 -3.147 -0.078 0.03 -0.09 0.17
O -3.503 -3.989 -0.021 -0.15 0.01 -0.10
C -2.917 -1.731 -0.400 -0.21 0.40 0.23
C -2.410 -0.716 0.300 -0.10 -0.55 -0.09
C -2.693 0.692 0.064 -0.01 0.38 -0.01
C -3.930 1.130 -0.410 0.12 0.02 0.06
C -4.180 2.471 -0.625 -0.04 0.02 -0.06
C -3.192 3.409 -0.373 0.03 -0.05 0.01
C -1.954 3.002 0.094 0.04 0.03 0.04
C -1.712 1.657 0.314 -0.22 -0.02 -0.09
Cl -0.136 1.170 0.861 0.04 0.08 0.07
H -1.177 3.723 0.291 0.09 0.04 0.02
H -3.382 4.459 -0.537 -0.01 0.10 -0.01
H -5.146 2.787 -0.986 -0.09 0.02 -0.02
H -4.706 0.401 -0.586 -0.09 -0.08 0.00
H -1.696 -0.916 1.089 0.04 -0.10 0.01
H -3.651 -1.577 -1.179 -0.03 0.03 -0.13
H -1.230 -4.382 0.660 -0.13 0.12 -0.11
H 0.744 -3.508 1.824 -0.02 -0.04 0.10
H 2.847 -2.213 1.518 0.07 -0.09 0.13
C 2.985 2.279 -0.615 -0.11 0.16 -0.38
H 2.026 2.750 -0.389 0.03 0.00 -0.01
H 2.994 1.942 -1.648 -0.07 0.26 -0.07
H 3.786 3.013 -0.474 0.00 -0.04 0.00
H 4.231 2.119 1.740 0.00 -0.04 -0.02
H 2.556 1.662 2.136 0.04 0.02 0.02
H 3.828 0.418 2.031 0.01 0.11 0.26
```
Positions in Å, forces in eV/Å.

Results
Lowest unoccupied orbital energy in eV: -0.12
SMILES: CN(C)S(=O)(=O)c1ccc(NC(=O)/C=C/c2ccccc2Cl)cc1
Spin multiplicity: 1
Orbital gap in eV: 8.70
Max |F| in eV/Å: 1.0
HOMO level in eV: -8.824

=====

Energy above the lowest of the compared OMol25 structures with the same formula, charge and spin: 15.4 1.1 33.1 16.9 26.4 (kcal/mol)
E: -2227.2010 -4060.5131 -1425.1177 -1453.4770 -1851.6084 (a.u.)